# 1
Density functional theory data (wB97M-V/def2-TZVPD) for 5 unconnected molecules or ions with the total composition C26H48Cl2N3O14S.

```
94
Properties=species:S:1:pos:R:3:lowdin_charge:R:1
C -0.34 -8.25 0.45 -0.145
C -0.15 -7.78 -1.09 -0.647
Cl 1.29 -8.70 -1.81 0.458
C 0.11 -6.15 -1.11 -0.639
Cl 1.91 -5.90 -1.40 0.532
N -0.77 -5.62 -2.17 -0.178
C -0.18 -5.69 -3.54 -0.115
C -1.33 -4.28 -1.85 -0.350
C -2.60 -4.44 -0.86 -0.128
C -3.38 -5.83 -0.98 -0.187
C -4.30 -5.98 -2.28 -0.286
N -3.55 -6.69 -3.37 -0.029
N -0.20 -3.46 -1.22 0.105
C -0.68 -2.37 -0.70 -0.600
S -1.21 -1.34 0.52 0.579
C -1.78 -3.42 -3.16 -0.513
O -0.94 -2.67 -3.79 -0.093
O -3.07 -3.47 -3.68 -0.178
H -0.81 -9.29 0.54 0.078
H 0.65 -8.15 0.99 0.080
H -1.09 -7.51 0.93 0.074
H -1.07 -8.02 -1.71 0.095
H -0.25 -5.78 -0.08 0.122
H 0.49 -4.80 -3.81 0.096
H 0.40 -6.69 -3.63 0.067
H -1.04 -5.79 -4.31 0.101
H -3.36 -3.62 -1.15 0.126
H -2.32 -4.32 0.26 0.106
H -4.09 -5.88 -0.07 0.107
H -2.71 -6.76 -0.89 0.083
H -4.80 -5.01 -2.61 0.109
H -5.18 -6.68 -1.98 0.095
H -3.62 -7.70 -3.12 0.062
H -4.02 -6.61 -4.28 0.068
C 2.00 0.31 -0.39 -0.073
C 1.43 1.51 -1.13 -0.191
O 1.52 2.70 -0.33 0.017
C 2.74 3.25 -0.25 -0.552
O 3.75 2.85 -0.78 0.098
O 2.66 4.33 0.56 -0.031
C 3.92 4.95 0.82 -0.039
H 1.52 0.20 0.58 0.061
H 1.85 -0.60 -0.97 0.081
H 3.07 0.42 -0.21 0.058
H 0.37 1.34 -1.33 0.123
H 1.92 1.66 -2.10 0.127
H 4.43 5.20 -0.11 0.096
H 4.54 4.30 1.44 0.101
H 3.73 5.87 1.37 0.094
C 5.69 1.00 -1.41 -0.084
C 6.71 1.98 -1.97 -0.202
O 7.91 1.98 -1.19 0.031
C 8.73 0.93 -1.38 -0.590
O 8.54 0.01 -2.14 0.121
O 9.78 1.07 -0.55 -0.005
C 10.68 -0.04 -0.58 -0.054
H 5.50 1.21 -0.35 0.076
H 4.75 1.07 -1.95 0.072
H 6.05 -0.03 -1.47 0.081
H 6.30 2.99 -1.92 0.116
H 6.93 1.77 -3.02 0.125
H 11.01 -0.26 -1.59 0.095
H 10.20 -0.91 -0.13 0.099
H 11.55 0.23 0.02 0.090
C -0.34 5.09 0.64 -0.054
C -1.20 5.25 1.89 -0.200
O -1.02 6.55 2.47 0.029
C -1.65 7.56 1.84 -0.595
O -2.33 7.46 0.85 0.118
O -1.36 8.70 2.49 -0.005
C -1.88 9.87 1.86 -0.053
H 0.71 5.31 0.87 0.066
H -0.41 4.07 0.25 0.078
H -0.65 5.78 -0.14 0.081
H -0.88 4.52 2.64 0.128
H -2.25 5.06 1.68 0.118
H -2.95 9.78 1.69 0.095
H -1.35 10.05 0.92 0.099
H -1.70 10.71 2.53 0.091
C -6.31 0.32 3.19 -0.065
C -6.00 0.85 4.57 -0.217
O -5.09 1.96 4.51 0.031
C -5.62 3.13 4.11 -0.588
O -6.78 3.32 3.83 0.118
O -4.64 4.04 4.07 0.000
C -5.06 5.31 3.56 -0.046
H -5.39 0.07 2.65 0.085
H -6.94 -0.58 3.26 0.080
H -6.84 1.06 2.59 0.074
H -5.50 0.08 5.16 0.121
H -6.90 1.13 5.12 0.122
H -5.92 5.69 4.11 0.095
H -5.29 5.23 2.50 0.103
H -4.23 6.01 3.69 0.089
```

- Total energy: -96754.8040 eV
- Net charge: -1
- Spin multiplicity: 1

***

# 2
Density functional theory data (wB97M-V/def2-TZVPD) for a molecular structure, C26H48ClDyOP.

```
78
Properties=species:S:1:pos:R:3:mulliken_spin:R:1
Dy 0.71 0.53 2.57 4.067
P 0.03 0.57 -0.32 -0.020
Cl 1.34 2.96 2.41 -0.001
C -1.64 0.37 1.83 0.915
H -2.57 -0.10 1.48 -0.032
H -2.06 1.38 2.14 -0.119
C 1.92 0.84 -0.55 0.115
C -0.74 2.26 -0.56 -0.017
C 2.42 0.88 -2.01 -0.017
H 2.11 1.83 -0.10 0.006
C 3.92 1.23 -2.05 -0.001
H 2.26 -0.10 -2.48 0.001
H 1.87 1.62 -2.61 -0.001
C 4.77 0.29 -1.19 -0.009
H 4.27 1.22 -3.09 -0.001
H 4.03 2.26 -1.68 0.002
C 4.21 0.10 0.22 0.031
H 4.81 -0.69 -1.69 0.000
H 5.79 0.66 -1.14 0.001
C 2.70 -0.22 0.26 0.376
H 4.77 -0.70 0.73 -0.004
H 4.38 1.02 0.80 -0.006
H 2.51 -1.21 -0.17 0.022
H 2.45 -0.29 1.35 -0.430
C -0.60 -0.50 -1.71 0.029
C -2.25 2.10 -0.75 -0.009
H -0.57 2.69 0.45 0.027
C -2.95 3.45 -0.67 0.015
H -2.46 1.62 -1.72 0.008
H -2.62 1.44 0.04 -0.039
C -2.34 4.47 -1.63 0.000
H -4.02 3.32 -0.89 0.000
H -2.87 3.83 0.36 -0.001
C -0.81 4.57 -1.52 -0.001
H -2.61 4.20 -2.66 0.001
H -2.78 5.46 -1.46 0.000
C -0.11 3.20 -1.59 0.000
H -0.42 5.23 -2.29 0.000
H -0.56 5.02 -0.54 -0.001
H -0.22 2.77 -2.60 0.002
H 0.96 3.34 -1.40 -0.004
C 0.12 -1.85 -1.75 -0.005
H -1.65 -0.71 -1.41 -0.003
C -0.59 -2.83 -2.70 -0.001
H 1.16 -1.71 -2.09 0.005
H 0.16 -2.29 -0.75 0.009
C -0.79 -2.25 -4.11 0.001
H -0.02 -3.77 -2.76 0.000
H -1.57 -3.08 -2.27 0.000
C -1.38 -0.83 -4.09 0.003
H 0.18 -2.23 -4.63 0.000
H -1.44 -2.91 -4.69 -0.001
C -0.65 0.11 -3.11 -0.006
H -1.38 -0.40 -5.10 -0.001
H -2.43 -0.90 -3.77 0.000
H 0.38 0.28 -3.48 -0.001
H -1.15 1.08 -3.13 0.001
C -0.07 -2.62 1.78 -0.006
C -1.40 -2.34 1.55 0.006
H 0.72 -2.35 1.07 -0.026
C -2.45 -2.63 2.58 -0.060
H -1.72 -1.84 0.63 0.048
C -1.87 -2.93 3.97 0.021
H -3.17 -1.80 2.64 -0.017
H -3.02 -3.52 2.26 0.001
C -0.71 -3.91 3.88 -0.005
H -1.52 -1.99 4.44 -0.014
H -2.65 -3.36 4.61 0.001
C 0.42 -3.35 3.01 0.083
H -0.33 -4.17 4.87 0.000
H -1.07 -4.84 3.41 -0.001
H 1.07 -2.69 3.63 -0.032
H 1.07 -4.19 2.72 0.000
C 0.14 -0.02 5.89 -0.005
O 0.42 -0.11 4.51 0.100
H -0.96 0.03 6.07 0.005
H 0.60 0.89 6.32 0.003
H 0.52 -0.90 6.43 -0.001
```

- ⟨S²⟩: 9.7573
- Total energy: -75682.6156 eV
- Net charge: -1
- Spin multiplicity: 6

***

# 3
Density functional theory data (wB97M-V/def2-TZVPD) for 6 unconnected molecules or ions with the total composition C26H48IN7O11S.

```
94
Properties=species:S:1:pos:R:3:lowdin_charge:R:1
C 3.93 -0.48 1.66 -0.107
C 4.21 0.70 0.73 -0.274
C 4.91 1.82 1.55 -0.580
I 6.72 2.39 0.53 0.924
C 4.00 3.03 1.93 -0.368
N 4.35 4.26 1.25 0.107
C 3.86 4.42 0.15 -0.796
S 3.40 4.68 -1.31 0.807
O 4.41 3.31 3.29 0.087
C 3.63 2.67 4.18 -0.513
O 3.84 2.55 5.34 0.200
O 2.54 2.17 3.49 0.136
C 2.50 2.78 2.25 -0.425
N 1.95 4.16 2.56 0.243
C 1.06 4.54 1.81 -0.279
O 0.24 5.02 1.12 0.186
O 1.67 2.27 1.28 -0.043
C 0.93 1.10 1.68 -0.072
C 0.26 0.43 0.44 -0.408
C 0.44 1.21 -0.85 -0.021
O -1.11 0.22 0.73 -0.034
H 3.37 -0.23 2.56 0.069
H 3.46 -1.32 1.15 0.078
H 4.91 -0.87 1.98 0.054
H 3.35 1.05 0.16 0.091
H 4.92 0.35 0.00 0.059
H 5.23 1.37 2.48 0.083
H 0.11 1.38 2.33 0.143
H 1.55 0.34 2.15 0.101
H 0.75 -0.54 0.29 0.117
H 0.17 0.54 -1.66 0.087
H -0.22 2.06 -0.91 0.078
H 1.48 1.47 -1.02 0.074
H -1.12 -0.48 1.40 0.061
C 5.47 -5.67 2.08 -0.074
N 5.38 -4.24 1.84 0.014
C 6.32 -3.41 1.33 -0.525
C 7.65 -4.00 0.95 -0.006
O 6.08 -2.22 1.19 0.016
H 4.70 -6.18 1.50 0.083
H 5.31 -5.87 3.14 0.084
H 6.44 -6.05 1.79 0.072
H 4.52 -3.77 2.07 0.139
H 8.29 -3.22 0.56 0.084
H 8.14 -4.45 1.82 0.086
H 7.52 -4.76 0.17 0.085
C -1.25 -4.44 -0.73 -0.064
N -0.75 -3.36 0.10 0.021
C -0.65 -3.31 1.45 -0.527
C -1.13 -4.51 2.22 -0.004
O -0.20 -2.31 2.01 0.015
H -0.46 -4.76 -1.41 0.084
H -2.09 -4.07 -1.32 0.085
H -1.58 -5.28 -0.12 0.076
H -0.41 -2.52 -0.35 0.132
H -0.99 -4.33 3.29 0.088
H -2.18 -4.70 2.04 0.058
H -0.55 -5.39 1.95 0.092
C -6.24 -6.85 5.20 -0.074
N -5.06 -7.02 4.37 0.006
C -4.60 -6.21 3.38 -0.545
C -5.38 -4.95 3.09 -0.007
O -3.59 -6.51 2.77 0.018
H -5.93 -6.81 6.25 0.084
H -6.91 -7.69 5.06 0.084
H -6.76 -5.93 4.96 0.072
H -4.50 -7.85 4.51 0.140
H -4.89 -4.41 2.29 0.078
H -6.39 -5.19 2.78 0.086
H -5.41 -4.31 3.97 0.087
C -2.73 3.13 -5.39 -0.085
N -1.32 2.80 -5.55 0.015
C -0.29 3.07 -4.70 -0.552
C -0.62 3.81 -3.43 -0.007
O 0.85 2.73 -4.98 0.020
H -3.31 2.20 -5.40 0.081
H -3.04 3.76 -6.22 0.061
H -2.91 3.65 -4.46 0.068
H -1.03 2.31 -6.38 0.137
H 0.29 3.95 -2.85 0.068
H -1.06 4.78 -3.65 0.084
H -1.32 3.22 -2.82 0.077
C -6.97 6.44 -6.13 -0.076
N -5.57 6.09 -6.32 0.008
C -4.52 6.33 -5.49 -0.544
C -4.80 7.06 -4.20 -0.006
O -3.39 5.97 -5.80 0.016
H -7.57 5.53 -6.13 0.083
H -7.29 7.08 -6.95 0.083
H -7.12 6.96 -5.19 0.072
H -5.31 5.60 -7.16 0.139
H -3.87 7.18 -3.66 0.083
H -5.21 8.05 -4.41 0.085
H -5.49 6.49 -3.58 0.085
```

- Total energy: -79630.0799 eV
- SMILES: CC[C@@H](I)[C@]1(N=C=S)OC(=O)O[C@]1(N=C=O)OC[C@H](C)O.CNC(C)=O.CNC(C)=O.CNC(C)=O.CNC(C)=O.CNC(C)=O
- Spin multiplicity: 1